# C28H32BClF32NO6

5 unconnected molecules or ions with the total composition C28H32BClF32NO6 at a distorted geometry (ωB97M-V/def2-TZVPD, the OMol25 dataset).

Last columns: bonded neighbours and bond lengths (Å).
Positions of all 101 atoms, in Å:
1 C 5.801 -0.537 0.815  C2 1.531, H14 1.093, H15 1.089, H16 1.093
2 C 4.468 -0.484 0.064  C1 1.531, C3 1.546, H17 1.090, H18 1.093
3 C 3.308 -1.058 0.910  C2 1.546, Cl4 1.766, N5 1.499, H19 1.086
4 Cl 2.648 -2.503 0.140  C3 1.766
5 N 2.276 -0.009 1.198  C3 1.499, C6 1.282, C9 1.525
6 C 2.680 1.097 1.704  N5 1.282, C7 1.473, H20 1.086
7 C 1.604 2.092 1.856  C6 1.473, C8 1.547, H21 1.088, H22 1.101
8 C 0.373 1.157 1.919  C7 1.547, C9 1.538, H23 1.089, H24 1.092
9 C 0.774 0.037 0.945  N5 1.525, C8 1.538, C10 1.521, H25 1.096
10 C -0.049 -1.219 1.189  C9 1.521, B11 1.599, H26 1.092, H27 1.094
11 B -1.610 -0.887 1.289  C10 1.599, O12 1.365, O13 1.381
12 O -2.358 -1.347 2.334  B11 1.365, H28 0.959
13 O -2.216 -0.144 0.295  B11 1.381, H29 0.962
14 H 5.853 0.201 1.620  C1 1.093
15 H 6.633 -0.386 0.129  C1 1.089
16 H 5.933 -1.524 1.267  C1 1.093
17 H 4.555 -1.085 -0.842  C2 1.090
18 H 4.229 0.530 -0.267  C2 1.093
19 H 3.695 -1.381 1.872  C3 1.086
20 H 3.716 1.257 1.987  C6 1.086
21 H 1.727 2.797 2.676  C7 1.088
22 H 1.523 2.679 0.928  C7 1.101
23 H -0.494 1.731 1.595  C8 1.089
24 H 0.296 0.817 2.953  C8 1.092
25 H 0.632 0.450 -0.060  C9 1.096
26 H 0.065 -1.906 0.348  C10 1.092
27 H 0.338 -1.748 2.064  C10 1.094
28 H -2.002 -2.156 2.706  O12 0.959
29 H -2.200 0.805 0.451  O13 0.962
30 C 1.477 -3.532 5.465  C31 1.533, O37 1.406, H44 1.090, H45 1.092
31 C 2.636 -2.821 4.758  C30 1.533, C32 1.532, F35 1.340, F36 1.388
32 C 3.505 -3.630 3.790  C31 1.532, F33 1.335, F34 1.365, H46 1.094
33 F 4.120 -4.652 4.388  C32 1.335
34 F 4.464 -2.793 3.296  C32 1.365
35 F 3.406 -2.169 5.640  C31 1.340
36 F 2.050 -1.864 3.942  C31 1.388
37 O 1.698 -3.988 6.777  C30 1.406, C38 1.375
38 C 2.234 -5.226 7.040  O37 1.375, C39 1.538, F42 1.344, F43 1.346
39 C 3.593 -5.133 7.754  C38 1.538, F40 1.349, F41 1.346, H47 1.091
40 F 4.443 -4.363 7.043  C39 1.349
41 F 4.109 -6.372 7.849  C39 1.346
42 F 2.310 -5.978 5.930  C38 1.344
43 F 1.399 -5.845 7.896  C38 1.346
44 H 0.718 -2.757 5.578  C30 1.090
45 H 1.054 -4.311 4.827  C30 1.092
46 H 2.905 -4.000 2.953  C32 1.094
47 H 3.461 -4.707 8.750  C39 1.091
48 C -1.567 1.741 -2.603  C49 1.535, O55 1.412, H62 1.090, H63 1.091
49 C -1.884 3.056 -1.879  C48 1.535, C50 1.534, F53 1.344, F54 1.383
50 C -3.179 3.791 -2.245  C49 1.534, F51 1.342, F52 1.349, H64 1.093
51 F -3.181 4.132 -3.543  C50 1.342
52 F -3.247 4.914 -1.500  C50 1.349
53 F -0.833 3.891 -1.933  C49 1.344
54 F -2.051 2.714 -0.549  C49 1.383
55 O -0.670 1.795 -3.693  C48 1.412, C56 1.371
56 C -1.089 2.058 -4.971  O55 1.371, C57 1.538, F60 1.339, F61 1.358
57 C -0.500 3.364 -5.531  C56 1.538, F58 1.346, F59 1.345, H65 1.092
58 F -0.773 4.392 -4.706  C57 1.346
59 F -1.062 3.601 -6.729  C57 1.345
60 F -2.423 2.025 -5.075  C56 1.339
61 F -0.601 1.065 -5.758  C56 1.358
62 H -1.041 1.139 -1.861  C48 1.090
63 H -2.482 1.202 -2.851  C48 1.091
64 H -4.048 3.164 -2.028  C50 1.093
65 H 0.582 3.263 -5.642  C57 1.092
66 C -0.246 -2.831 -8.269  C67 1.534, O73 1.414, H80 1.089, H81 1.091
67 C -0.699 -1.525 -8.933  C66 1.534, C68 1.532, F71 1.345, F72 1.370
68 C -1.835 -0.737 -8.273  C67 1.532, F69 1.348, F70 1.350, H82 1.091
69 F -2.965 -1.469 -8.201  C68 1.348
70 F -2.086 0.360 -9.018  C68 1.350
71 F -0.971 -1.731 -10.234  C67 1.345
72 F 0.383 -0.688 -8.857  C67 1.370
73 O -0.764 -4.048 -8.769  C66 1.414, C74 1.366
74 C -1.936 -4.590 -8.324  O73 1.366, C75 1.538, F78 1.345, F79 1.354
75 C -3.002 -4.679 -9.428  C74 1.538, F76 1.344, F77 1.351, H83 1.091
76 F -3.216 -3.474 -9.985  C75 1.344
77 F -4.155 -5.109 -8.872  C75 1.351
78 F -2.405 -3.958 -7.232  C74 1.345
79 F -1.672 -5.868 -7.962  C74 1.354
80 H 0.818 -2.888 -8.497  C66 1.089
81 H -0.342 -2.768 -7.185  C66 1.091
82 H -1.550 -0.422 -7.268  C68 1.091
83 H -2.679 -5.384 -10.196  C75 1.091
84 C -2.203 2.908 4.824  C85 1.533, O91 1.410, H98 1.090, H99 1.091
85 C -0.863 3.609 4.572  C84 1.533, C86 1.533, F89 1.353, F90 1.377
86 C -0.468 4.794 5.461  C85 1.533, F87 1.340, F88 1.353, H100 1.093
87 F -1.361 5.789 5.366  C86 1.340
88 F 0.733 5.247 5.035  C86 1.353
89 F -0.750 3.944 3.266  C85 1.353
90 F 0.109 2.662 4.809  C85 1.377
91 O -3.292 3.277 4.009  C84 1.410, C92 1.374
92 C -4.118 4.330 4.321  O91 1.374, C93 1.538, F96 1.341, F97 1.349
93 C -4.054 5.449 3.267  C92 1.538, F94 1.348, F95 1.346, H101 1.092
94 F -2.781 5.853 3.084  C93 1.348
95 F -4.780 6.493 3.709  C93 1.346
96 F -3.883 4.796 5.555  C92 1.341
97 F -5.382 3.862 4.292  C92 1.349
98 H -2.019 1.867 4.557  C84 1.090
99 H -2.457 2.926 5.885  C84 1.091
100 H -0.379 4.475 6.503  C86 1.093
101 H -4.461 5.090 2.321  C93 1.092

Computed properties:
Net charge = +1
E_HOMO = -12.95 eV
LUMO energy = -4.02 eV
Spin multiplicity = 1
Orbital gap = 8.93 eV

Here are the Löwdin charges for atoms 1 to 8, given in e: C -0.075; C -0.247; C -0.605; Cl 0.766; N 0.030; C 0.031; C -0.079; C -0.106

***

# C3H13NO2S2

3 unconnected molecules or ions with the total composition C3H13NO2S2 at a distorted geometry (ωB97M-V/def2-TZVPD, the OMol25 dataset).

Last columns: bonded neighbours and bond lengths (Å).
Positions of all 21 atoms, in Å:
1 S 1.241 2.161 1.911  S2 1.989, H7 1.379
2 S 1.428 0.889 0.394  S1 1.989, C3 1.900
3 C 1.391 -0.831 1.199  S2 1.900, C4 1.535, H8 1.132, H9 1.081
4 C 0.480 -1.002 2.423  C3 1.535, N5 1.470, H10 1.112, H11 1.072
5 N -0.857 -0.756 1.864  C4 1.470, C6 1.469, H12 1.013
6 C -1.684 -1.928 1.547  N5 1.469, H13 1.099, H14 1.065, H15 1.122
7 H 2.482 2.203 2.511  S1 1.379
8 H 0.942 -1.460 0.371  C3 1.132
9 H 2.389 -1.136 1.479  C3 1.081
10 H 0.640 -0.292 3.264  C4 1.112
11 H 0.640 -2.006 2.764  C4 1.072
12 H -1.323 -0.149 2.527  N5 1.013
13 H -1.378 -2.913 1.928  C6 1.099
14 H -2.047 -1.940 0.545  C6 1.065
15 H -2.694 -1.759 2.003  C6 1.122
16 H -3.475 -1.695 -4.587  O18 0.961
17 H -2.380 -1.192 -3.593  O18 0.958
18 O -3.291 -1.083 -3.869  H16 0.961, H17 0.958
19 H -0.792 0.198 -4.992  O21 0.972
20 H -0.330 0.716 -6.188  O21 0.970
21 O -0.552 -0.169 -5.859  H19 0.972, H20 0.970

Computed properties:
E_HOMO = -8.81 eV
LUMO energy = 0.38 eV
Spin multiplicity = 1
Structure (SMILES) = CNCCSS.O.O
Orbital gap = 9.19 eV

Here are the Löwdin charges for atoms 1 to 8, given in e: S 0.263; S 0.362; C -0.493; C -0.323; N -0.148; C -0.129; H -0.166; H 0.084

***

# C3H7N3O

C3H7N3O in the gas phase at a distorted geometry (ωB97M-V/def2-TZVPD, the OMol25 dataset).

Last columns: bonded neighbours and bond lengths (Å).
Positions of all 14 atoms, in Å:
1 C -0.551 1.102 -1.270  N2 1.452, H8 1.096, H9 1.119, H10 1.101
2 N 0.067 1.410 0.008  C1 1.452, C3 1.296
3 C -0.096 0.301 0.657  N2 1.296, N4 1.333, C5 1.552
4 N -0.765 0.212 1.807  C3 1.333, H11 1.011, H12 1.009
5 C 0.552 -1.058 0.277  C3 1.552, O6 1.221, N7 1.354
6 O 0.238 -2.085 0.857  C5 1.221
7 N 1.585 -0.946 -0.591  C5 1.354, H13 1.011, H14 1.009
8 H -1.576 1.491 -1.266  C1 1.096
9 H -0.796 0.012 -1.197  C1 1.119
10 H -0.032 1.500 -2.156  C1 1.101
11 H -0.906 -0.708 2.203  N4 1.011
12 H -1.396 0.971 2.018  N4 1.009
13 H 1.925 -0.026 -0.836  N7 1.011
14 H 2.191 -1.745 -0.706  N7 1.009

Computed properties:
E_HOMO = -8.20 eV
LUMO energy = 0.59 eV
Spin multiplicity = 1
Structure (SMILES) = C/N=C(/N)C(N)=O
Orbital gap = 8.80 eV

Here are the Löwdin charges for atoms 1 to 8, given in e: C -0.167; N -0.021; C -0.431; N 0.191; C -0.483; O 0.051; N 0.177; H 0.073

***

# C34H49ClO20

6 unconnected molecules or ions with the total composition C34H49ClO20 at a distorted geometry (ωB97M-V/def2-TZVPD, the OMol25 dataset).

Last columns: bonded neighbours and bond lengths (Å).
Positions of all 104 atoms, in Å:
1 C 1.261 1.756 3.498  C2 1.539, H21 1.094, H22 1.095, H23 1.090
2 C 0.345 2.845 2.910  C1 1.539, C3 1.531, H24 1.096, H25 1.099
3 C 0.986 3.907 2.014  C2 1.531, Cl4 1.799, C5 1.510, H26 1.095
4 Cl 2.504 4.533 2.749  C3 1.799
5 C 1.234 3.533 0.572  C3 1.510, C6 1.344, C19 1.498
6 C 1.179 4.315 -0.520  C5 1.344, C7 1.496, C16 1.495
7 C 0.903 5.757 -0.807  C6 1.496, C8 1.538, H27 1.099, H28 1.098
8 C 1.037 6.782 0.332  C7 1.538, C9 1.546, H29 1.095, H30 1.096
9 C -0.232 7.175 1.124  C8 1.546, C10 1.529, H31 1.097, H32 1.100
10 C -1.574 6.985 0.416  C9 1.529, C11 1.523, H33 1.098, H34 1.099
11 C -2.044 5.538 0.359  C10 1.523, O12 1.436, H35 1.101, H36 1.100
12 O -2.721 5.208 1.582  C11 1.436, C13 1.374
13 C -2.992 3.864 1.658  O12 1.374, C14 1.504, O15 1.194
14 C -4.248 3.395 0.977  C13 1.504, H37 1.094, H38 1.092, H39 1.094
15 O -2.250 3.139 2.249  C13 1.194
16 C 1.427 3.420 -1.692  C6 1.495, O17 1.177, O18 1.379
17 O 1.762 3.703 -2.785  C16 1.177
18 O 1.290 2.111 -1.281  C16 1.379, C19 1.397
19 C 1.515 2.140 0.098  C5 1.498, O18 1.397, O20 1.178
20 O 1.909 1.186 0.667  C19 1.178
21 H 0.802 0.767 3.401  C1 1.094
22 H 1.429 1.934 4.566  C1 1.095
23 H 2.230 1.705 3.001  C1 1.090
24 H -0.115 3.401 3.735  C2 1.096
25 H -0.490 2.414 2.341  C2 1.099
26 H 0.290 4.751 1.972  C3 1.095
27 H 1.589 6.026 -1.623  C7 1.099
28 H -0.088 5.792 -1.278  C7 1.098
29 H 1.792 6.420 1.037  C8 1.095
30 H 1.464 7.693 -0.104  C8 1.096
31 H -0.144 8.236 1.388  C9 1.097
32 H -0.267 6.649 2.089  C9 1.100
33 H -2.349 7.567 0.931  C10 1.098
34 H -1.527 7.382 -0.608  C10 1.099
35 H -2.708 5.366 -0.503  C11 1.101
36 H -1.192 4.849 0.263  C11 1.100
37 H -4.933 3.031 1.749  C14 1.094
38 H -4.731 4.180 0.391  C14 1.092
39 H -4.002 2.555 0.322  C14 1.094
40 C -2.640 -2.183 3.016  C41 1.501, H47 1.089, H48 1.090, H49 1.092
41 C -3.146 -0.825 2.624  C40 1.501, C42 1.516, O46 1.448, H50 1.093
42 C -3.930 -0.059 3.671  C41 1.516, O43 1.433, H51 1.086, H52 1.093
43 O -4.796 0.751 2.865  C42 1.433, C44 1.354
44 C -4.973 0.125 1.678  O43 1.354, O45 1.192, O46 1.347
45 O -5.747 0.475 0.842  C44 1.192
46 O -4.129 -0.919 1.565  C41 1.448, C44 1.347
47 H -2.197 -2.688 2.159  C40 1.089
48 H -1.872 -2.073 3.781  C40 1.090
49 H -3.451 -2.806 3.399  C40 1.092
50 H -2.328 -0.205 2.248  C41 1.093
51 H -3.322 0.583 4.301  C42 1.086
52 H -4.543 -0.723 4.285  C42 1.093
53 C 1.088 -0.421 -3.113  C54 1.502, H60 1.087, H61 1.091, H62 1.091
54 C 0.837 -1.778 -3.708  C53 1.502, C55 1.514, O59 1.446, H63 1.093
55 C -0.462 -1.956 -4.464  C54 1.514, O56 1.433, H64 1.086, H65 1.093
56 O -0.739 -3.350 -4.278  C55 1.433, C57 1.357
57 C -0.142 -3.743 -3.124  O56 1.357, O58 1.189, O59 1.351
58 O -0.320 -4.792 -2.593  C57 1.189
59 O 0.683 -2.774 -2.671  C54 1.446, C57 1.351
60 H 1.965 -0.459 -2.471  C53 1.087
61 H 1.273 0.318 -3.893  C53 1.091
62 H 0.244 -0.099 -2.503  C53 1.091
63 H 1.679 -2.090 -4.332  C54 1.093
64 H -0.388 -1.735 -5.525  C55 1.086
65 H -1.273 -1.375 -4.016  C55 1.093
66 C 2.412 -1.965 0.374  C67 1.504, H73 1.088, H74 1.089, H75 1.091
67 C 3.160 -3.266 0.459  C66 1.504, C68 1.518, O72 1.442, H76 1.095
68 C 2.798 -4.312 -0.580  C67 1.518, O69 1.433, H77 1.087, H78 1.092
69 O 3.064 -5.537 0.115  C68 1.433, C70 1.354
70 C 2.936 -5.301 1.442  O69 1.354, O71 1.190, O72 1.351
71 O 2.920 -6.144 2.282  C70 1.190
72 O 2.836 -3.973 1.674  C67 1.442, C70 1.351
73 H 2.626 -1.333 1.234  C66 1.088
74 H 2.707 -1.421 -0.522  C66 1.089
75 H 1.337 -2.149 0.341  C66 1.091
76 H 4.242 -3.097 0.467  C67 1.095
77 H 3.401 -4.271 -1.484  C68 1.087
78 H 1.738 -4.273 -0.836  C68 1.092
79 C 1.380 -3.211 -8.125  C80 1.505, H86 1.090, H87 1.090, H88 1.090
80 C 1.362 -1.707 -8.116  C79 1.505, C81 1.518, O85 1.442, H89 1.095
81 C 2.226 -1.012 -9.152  C80 1.518, O82 1.432, H90 1.086, H91 1.093
82 O 2.570 0.213 -8.494  C81 1.432, C83 1.352
83 C 2.516 0.005 -7.159  O82 1.352, O84 1.188, O85 1.356
84 O 2.905 0.759 -6.328  C83 1.188
85 O 1.947 -1.199 -6.899  C80 1.442, C83 1.356
86 H 0.841 -3.608 -7.265  C79 1.090
87 H 0.900 -3.582 -9.031  C79 1.090
88 H 2.404 -3.583 -8.089  C79 1.090
89 H 0.337 -1.327 -8.165  C80 1.095
90 H 1.717 -0.791 -10.086  C81 1.086
91 H 3.143 -1.572 -9.349  C81 1.093
92 C -0.704 -6.012 7.263  C93 1.504, H99 1.089, H100 1.090, H101 1.090
93 C -0.941 -5.320 5.949  C92 1.504, C94 1.518, O98 1.442, H102 1.094
94 C -0.341 -5.983 4.722  C93 1.518, O95 1.431, H103 1.086, H104 1.093
95 O -0.090 -4.864 3.866  C94 1.431, C96 1.352
96 C 0.082 -3.771 4.642  O95 1.352, O97 1.190, O98 1.353
97 O 0.475 -2.717 4.254  C96 1.190
98 O -0.276 -4.040 5.919  C93 1.442, C96 1.353
99 H -1.053 -5.394 8.088  C92 1.089
100 H -1.246 -6.958 7.286  C92 1.090
101 H 0.359 -6.208 7.407  C92 1.090
102 H -2.007 -5.132 5.791  C93 1.094
103 H -1.003 -6.683 4.220  C94 1.086
104 H 0.611 -6.467 4.951  C94 1.093

Computed properties:
E_HOMO = -10.39 eV
LUMO energy = -0.64 eV
Spin multiplicity = 1
Structure (SMILES) = CC[C@@H](Cl)C1=C(CCCCCOC(C)=O)C(=O)OC1=O.C[C@@H]1COC(=O)O1.C[C@@H]1COC(=O)O1.C[C@@H]1COC(=O)O1.C[C@@H]1COC(=O)O1.C[C@@H]1COC(=O)O1
Orbital gap = 9.76 eV

Here are the Löwdin charges for atoms 1 to 8, given in e: C -0.110; C -0.265; C -0.595; Cl 0.682; C -0.077; C -0.064; C -0.113; C -0.166

***

# C4H12S

2 unconnected molecules or ions with the total composition C4H12S at a distorted geometry (ωB97M-V/def2-TZVPD, the OMol25 dataset).

Last columns: bonded neighbours and bond lengths (Å).
Positions of all 17 atoms, in Å:
1 C -1.001 3.175 -0.467  C2 1.532, H3 1.050, H4 1.111, H5 1.089
2 C -1.472 4.462 -1.153  C1 1.532, H6 1.084, H7 1.095, H8 1.075
3 H -0.866 3.062 0.568  C1 1.050
4 H -1.658 2.287 -0.588  C1 1.111
5 H -0.041 2.936 -0.920  C1 1.089
6 H -0.652 5.163 -1.257  C2 1.084
7 H -2.104 4.784 -0.319  C2 1.095
8 H -1.986 4.217 -2.065  C2 1.075
9 C 0.450 -1.055 -0.592  S10 1.852, H12 1.155, H13 1.090, H14 1.174
10 S 0.179 -2.604 0.387  C9 1.852, C11 1.900
11 C 1.617 -2.014 1.480  S10 1.900, H15 1.174, H16 1.025, H17 1.141
12 H 1.370 -1.234 -1.267  C9 1.155
13 H -0.393 -1.083 -1.283  C9 1.090
14 H 0.510 -0.170 0.177  C9 1.174
15 H 1.324 -1.010 2.012  C11 1.174
16 H 2.408 -1.886 0.841  C11 1.025
17 H 1.659 -2.803 2.303  C11 1.141

Computed properties:
E_HOMO = -8.62 eV
LUMO energy = 0.90 eV
Spin multiplicity = 1
Structure (SMILES) = CSC.CC
Orbital gap = 9.53 eV

Here are the Löwdin charges for atoms 1 to 8, given in e: C -0.197; C -0.150; H 0.036; H 0.072; H 0.054; H 0.061; H 0.063; H 0.060